No. 1
This record from the Open Molecules 2025 dataset describes a 2-piece molecular cluster, C15H33F2OP overall in a non-equilibrium geometry. The level of theory is the ωB97M-V functional and the def2-TZVPD basis.

Geometry (Å):
C1 5.51 -1.16 0.93
C2 4.45 -1.67 -0.03
C3 4.45 -0.97 -1.41
C4 3.37 0.08 -1.56
C5 3.48 1.24 -0.55
C6 2.52 1.10 0.65
C7 1.28 1.99 0.55
C8 0.29 1.60 1.64
C9 -0.92 2.53 1.77
C10 -1.71 2.63 0.48
C11 -2.20 1.26 0.00
C12 -3.60 1.27 -0.59
C13 -3.85 -0.12 -1.28
P1 -5.55 -0.61 -1.25
F1 -6.12 -0.54 -2.65
C14 -5.83 -2.28 -0.59
C15 -5.22 -2.44 0.78
F2 -7.19 -2.48 -0.53
H1 5.24 -0.22 1.43
H2 6.46 -1.05 0.41
H3 5.67 -1.91 1.71
H4 4.66 -2.74 -0.18
H5 3.46 -1.62 0.41
H6 4.27 -1.74 -2.17
H7 5.43 -0.56 -1.64
H8 3.43 0.50 -2.57
H9 2.38 -0.38 -1.48
H10 3.26 2.18 -1.07
H11 4.50 1.33 -0.19
H12 2.18 0.07 0.70
H13 3.05 1.34 1.57
H14 0.84 1.89 -0.45
H15 1.59 3.03 0.71
H16 0.84 1.63 2.58
H17 -0.03 0.57 1.51
H18 -0.61 3.52 2.09
H19 -1.58 2.12 2.55
H20 -2.58 3.28 0.66
H21 -1.14 3.12 -0.31
H22 -1.54 0.91 -0.80
H23 -2.17 0.51 0.79
H24 -4.35 1.41 0.20
H25 -3.73 2.04 -1.34
H26 -3.58 -0.03 -2.34
H27 -3.21 -0.88 -0.84
H28 -6.28 0.27 -0.45
H29 -5.41 -3.00 -1.29
H30 -5.79 -1.92 1.54
H31 -4.18 -2.11 0.84
H32 -5.23 -3.50 1.04
O1 5.32 -4.53 0.41
H33 5.66 -4.95 -0.39

The net charge is 0. The value obtained for the largest force on an atom is 1.60 eV/A. The molar mass comes out at 298.4 u. As for the total energy: -1207.4461 Eh.

No. 2
This record from the Open Molecules 2025 dataset describes a 11-piece molecular cluster, C42H63N3O14 overall in a non-equilibrium geometry. The level of theory is the ωB97M-V functional and the def2-TZVPD basis.

Geometry (Å):
O1 -0.22 -3.49 -1.43
C1 0.80 -3.75 -0.97
O2 1.84 -2.89 -1.02
C2 3.06 -3.47 -0.49
C3 2.69 -4.89 0.02
C4 1.20 -5.04 -0.32
H1 3.37 -2.85 0.35
H2 3.81 -3.42 -1.28
H3 2.88 -4.94 1.09
H4 3.32 -5.65 -0.44
H5 0.62 -5.15 0.60
H6 0.96 -5.91 -0.93
O3 -1.60 2.10 -1.36
C5 -1.72 3.27 -1.15
O4 -2.94 3.85 -1.11
C6 -2.81 5.29 -0.86
C7 -1.34 5.61 -1.14
C8 -0.67 4.29 -0.74
H7 -3.10 5.47 0.18
H8 -3.49 5.83 -1.50
H9 -1.02 6.43 -0.49
H10 -1.16 5.91 -2.17
H11 -0.46 4.23 0.34
H12 0.28 4.06 -1.22
O5 0.72 -0.72 -5.84
C9 1.41 -1.43 -5.20
O6 1.77 -2.67 -5.62
C10 2.72 -3.26 -4.71
C11 3.31 -2.08 -3.96
C12 2.10 -1.15 -3.88
H13 3.42 -3.87 -5.29
H14 2.23 -3.99 -4.05
H15 4.17 -1.69 -4.49
H16 3.69 -2.34 -2.97
H17 2.41 -0.12 -3.76
H18 1.44 -1.48 -3.07
O7 -5.03 -1.68 2.77
C13 -4.10 -2.29 2.33
O8 -4.08 -3.65 2.32
C14 -2.90 -4.15 1.64
C15 -2.23 -2.95 0.98
C16 -2.81 -1.76 1.76
H19 -3.22 -4.94 0.96
H20 -2.28 -4.64 2.40
H21 -2.49 -2.87 -0.07
H22 -1.15 -3.02 1.10
H23 -2.95 -0.91 1.10
H24 -2.14 -1.44 2.56
O9 -3.31 -2.36 -5.73
C17 -2.79 -1.71 -4.90
O10 -2.86 -0.36 -4.91
C18 -2.43 0.20 -3.66
C19 -2.10 -1.00 -2.72
C20 -2.02 -2.18 -3.68
H25 -3.29 0.77 -3.33
H26 -1.56 0.86 -3.72
H27 -2.86 -1.04 -1.94
H28 -1.11 -0.83 -2.30
H29 -2.51 -3.03 -3.20
H30 -1.02 -2.48 -3.97
O11 -2.98 2.47 2.12
C21 -3.20 2.47 3.27
O12 -2.86 1.43 4.05
C22 -3.41 1.61 5.38
C23 -4.49 2.68 5.22
C24 -3.93 3.54 4.09
H31 -2.58 1.84 6.04
H32 -3.88 0.68 5.71
H33 -4.68 3.20 6.15
H34 -5.42 2.22 4.87
H35 -3.22 4.29 4.42
H36 -4.70 3.89 3.42
N1 2.30 3.02 -5.93
C25 1.27 2.28 -5.39
C26 1.39 2.37 -4.03
C27 2.56 3.14 -3.74
C28 3.08 3.56 -4.95
H37 2.43 3.16 -6.91
H38 0.60 1.71 -6.02
H39 0.79 1.80 -3.34
H40 2.95 3.34 -2.76
H41 3.92 4.19 -5.20
N2 5.85 -0.91 -1.40
C29 6.03 -0.49 -2.68
C30 5.19 0.56 -2.89
C31 4.50 0.79 -1.68
C32 4.89 -0.16 -0.79
H42 6.26 -1.74 -1.01
H43 6.66 -1.02 -3.36
H44 5.09 1.12 -3.80
H45 3.79 1.56 -1.45
H46 4.55 -0.32 0.22
N3 -1.24 -2.21 5.57
C33 -0.43 -1.48 4.73
C34 0.04 -2.33 3.79
C35 -0.39 -3.66 4.15
C36 -1.16 -3.52 5.26
H47 -1.87 -1.81 6.23
H48 -0.36 -0.42 4.90
H49 0.73 -2.07 3.01
H50 -0.08 -4.56 3.66
H51 -1.70 -4.26 5.83
C37 -0.34 0.58 1.43
C38 1.07 0.55 0.89
O13 2.02 0.80 1.61
C39 1.25 0.30 -0.58
H52 -0.76 1.57 1.27
H53 -0.40 0.38 2.49
H54 -0.87 -0.20 0.87
H55 1.02 1.20 -1.15
H56 0.60 -0.53 -0.88
H57 2.25 -0.09 -0.75
C40 0.73 2.71 4.22
C41 0.09 2.54 5.56
O14 -0.06 1.43 5.99
C42 -0.42 3.74 6.30
H58 0.26 3.49 3.61
H59 0.67 1.77 3.66
H60 1.79 2.96 4.30
H61 0.28 4.58 6.22
H62 -0.51 3.55 7.36
H63 -1.41 4.03 5.92

The SMILES is c1cc[nH]c1.c1cc[nH]c1.c1cc[nH]c1.O=C1CCCO1.O=C1CCCO1.O=C1CCCO1.O=C1CCCO1.O=C1CCCO1.O=C1CCCO1.CC(C)=O.CC(C)=O. As for the relative energy (zero: lowest compared OMol25 entry of this formula, charge and spin): 38.0 kJ/mol. The net charge is 0. The value obtained for the largest force on an atom is 4.22 eV/A. The molar mass comes out at 834.0 u. As for the total energy: -2855.8481 Eh.

No. 3
This record from the Open Molecules 2025 dataset describes C6H14BeO3 as an isolated structure in a non-equilibrium geometry. The level of theory is the ωB97M-V functional and the def2-TZVPD basis.

Geometry (Å):
H1 -0.61 -2.08 -1.35
C1 -2.44 0.67 -2.22
O1 -1.52 1.60 -1.94
C2 -1.46 2.12 -0.62
H2 -3.38 0.70 -1.64
H3 -2.46 0.39 -3.28
H4 -1.22 3.19 -0.70
H5 -2.44 2.00 -0.14
Be1 -1.06 -0.89 -0.88
C3 -0.39 1.44 0.21
O2 -0.69 0.04 0.33
C4 -0.21 -0.61 1.52
C5 1.06 -1.41 1.31
O3 2.14 -0.54 1.09
C6 3.15 -1.10 0.29
H6 -0.38 1.89 1.21
H7 0.60 1.56 -0.24
H8 -1.01 -1.29 1.85
H9 -0.07 0.15 2.30
H10 0.92 -2.10 0.46
H11 1.23 -2.02 2.22
H12 3.93 -0.35 0.17
H13 3.58 -2.00 0.76
H14 2.76 -1.38 -0.71

As for the relative energy (zero: lowest compared OMol25 entry of this formula, charge and spin): 71.1 kJ/mol. The net charge is +1. The value obtained for the largest force on an atom is 1.80 eV/A. The molar mass comes out at 143.2 u. As for the total energy: -477.1321 Eh. As for the spin multiplicity: 2.